{"formula": "C33H32F7N4O8S3Y", "method": "ωB97M-V/def2-TZVPD", "total_charge": 2, "spin_multiplicity": 1, "energy_ev": -109639.6470, "de_lowest_kj_mol": 17.85, "lumo_energy_ev": -5.36, "orbital_gap_ha": 0.2905, "elements": ["Y", "F", "C", "F", "F", "S", "O", "O", "N", "S", "O", "O", "C", "F", "F", "F", "F", "C", "C", "C", "C", "O", "C", "C", "N", "C", "C", "C", "C", "C", "C", "N", "C", "C", "N", "C", "C", "C", "O", "O", "H", "H", "H", "H", "H", "H", "H", "H", "H", "H", "H", "H", "H", "H", "H", "H", "H", "H", "O", "S", "C", "C", "C", "C", "C", "C", "C", "C", "C", "C", "C", "C", "C", "C", "H", "H", "H", "H", "H", "H", "H", "H", "H", "H", "H", "H", "H", "H"], "coordinates": [[-0.008, -0.652, -0.328], [-4.795, 0.823, -0.876], [-4.209, 0.256, 0.156], [-4.327, -1.067, 0.046], [-4.768, 0.658, 1.275], [-2.358, 0.564, 0.095], [-1.717, -0.277, 1.105], [-1.959, 0.112, -1.219], [-2.078, 2.070, 0.414], [-0.532, 2.381, 0.495], [-0.203, 3.744, 0.411], [0.242, 1.421, -0.297], [0.048, 1.774, 2.221], [0.603, 0.528, 2.022], [-0.892, 1.641, 3.134], [1.013, 2.540, 2.692], [4.924, -4.746, 2.186], [5.051, -3.821, 1.216], [4.037, -2.931, 1.036], [4.132, -1.955, 0.034], [2.952, -1.210, -0.328], [1.886, -1.283, 0.365], [3.062, -0.486, -1.549], [4.287, -0.284, -2.129], [5.416, -0.870, -1.692], [6.702, -0.629, -2.297], [6.892, 0.001, -3.642], [7.119, -1.470, -3.478], [5.333, -1.825, -0.699], [6.365, -2.748, -0.473], [6.221, -3.809, 0.416], [7.126, -4.849, 0.478], [8.528, -4.746, 0.174], [8.841, -5.547, -1.109], [7.852, -6.657, -1.218], [7.539, -7.225, 0.116], [6.735, -6.179, 0.906], [1.765, -0.079, -2.254], [1.710, 0.883, -2.974], [0.832, -0.958, -2.047], [3.141, -2.986, 1.635], [4.353, 0.357, -2.997], [7.451, -0.409, -1.545], [7.758, 0.638, -3.752], [6.046, 0.333, -4.219], [8.127, -1.853, -3.516], [6.375, -2.130, -3.900], [7.263, -2.666, -1.060], [9.099, -5.149, 1.019], [8.823, -3.705, 0.052], [9.850, -5.959, -1.060], [8.762, -4.921, -1.999], [8.195, -7.383, -1.856], [6.977, -6.283, -1.604], [8.475, -7.496, 0.607], [6.946, -8.132, -0.003], [6.900, -6.333, 1.978], [5.671, -6.319, 0.709], [-0.928, -2.473, -0.300], [-0.886, -3.904, -0.790], [-2.029, -4.754, 0.372], [-2.144, -6.197, -0.016], [-1.893, -7.221, 0.888], [-2.013, -8.544, 0.489], [-2.377, -8.856, -0.810], [-2.626, -7.836, -1.714], [-2.506, -6.515, -1.322], [0.756, -4.508, -0.141], [0.802, -4.724, 1.334], [0.597, -3.658, 2.211], [0.628, -3.869, 3.581], [0.885, -5.135, 4.088], [1.092, -6.194, 3.220], [1.031, -5.996, 1.851], [-2.977, -4.227, 0.247], [-1.675, -4.615, 1.392], [-1.618, -6.992, 1.909], [-1.822, -9.331, 1.203], [-2.471, -9.885, -1.118], [-2.928, -8.066, -2.724], [-2.711, -5.717, -2.020], [1.421, -3.698, -0.459], [0.987, -5.420, -0.689], [0.403, -2.660, 1.814], [0.454, -3.042, 4.252], [0.918, -5.293, 5.155], [1.296, -7.182, 3.601], [1.158, -6.830, 1.176]]}

{"formula": "C33H32F9N3NbO10S", "method": "ωB97M-V/def2-TZVPD", "total_charge": -1, "spin_multiplicity": 1, "energy_ev": -96521.7966, "lumo_energy_ev": -0.71, "orbital_gap_ha": 0.1700, "elements": ["C", "N", "C", "C", "O", "C", "Nb", "N", "C", "C", "C", "F", "F", "C", "F", "F", "S", "F", "F", "F", "F", "F", "N", "C", "O", "H", "H", "H", "H", "H", "H", "H", "H", "H", "H", "H", "H", "H", "H", "H", "H", "C", "C", "C", "O", "C", "C", "C", "O", "H", "H", "H", "H", "C", "C", "C", "O", "C", "C", "C", "O", "H", "H", "H", "H", "C", "C", "C", "O", "C", "C", "C", "O", "H", "H", "H", "H", "C", "C", "C", "O", "C", "C", "C", "O", "H", "H", "H", "H"], "coordinates": [[2.740, 1.050, 1.926], [2.271, 1.949, 0.872], [2.469, 1.349, -0.446], [0.886, 2.276, 1.122], [-0.010, 1.537, 0.733], [0.694, 3.532, 1.846], [1.071, 5.516, 0.723], [0.127, 6.617, 2.161], [-0.870, 5.715, -0.440], [-1.773, 4.487, -0.313], [-3.136, 4.632, -0.984], [-3.152, 3.986, -2.196], [-3.504, 5.906, -1.257], [-4.309, 3.948, -0.206], [-3.911, 2.750, 0.206], [-5.354, 3.772, -1.014], [-4.996, 4.888, 1.308], [-6.330, 4.008, 1.268], [-4.358, 3.864, 2.341], [-3.694, 5.797, 1.418], [-5.667, 5.954, 0.326], [-5.614, 5.685, 2.537], [2.136, 4.629, -0.883], [3.004, 5.404, -1.262], [3.904, 6.035, -1.644], [3.836, 1.025, 1.926], [2.357, 0.022, 1.800], [2.418, 1.422, 2.905], [1.823, 1.843, -1.174], [3.508, 1.517, -0.755], [2.257, 0.268, -0.469], [-0.310, 3.569, 2.289], [1.434, 3.589, 2.659], [2.577, 5.852, 1.738], [1.573, 7.086, -0.063], [0.750, 6.942, 2.893], [-0.384, 7.418, 1.801], [-0.590, 5.863, -1.493], [-1.403, 6.623, -0.138], [-1.318, 3.613, -0.794], [-1.930, 4.206, 0.731], [0.410, -4.063, -0.390], [-0.467, -4.546, 0.484], [-1.219, -3.634, 1.382], [-2.015, -4.077, 2.191], [-0.962, -2.182, 1.268], [-0.084, -1.695, 0.393], [0.671, -2.605, -0.507], [1.475, -2.185, -1.312], [0.980, -4.702, -1.053], [-0.659, -5.605, 0.593], [-1.523, -1.540, 1.934], [0.109, -0.630, 0.309], [2.220, -7.826, 4.535], [2.465, -6.737, 3.812], [1.368, -5.817, 3.411], [1.597, -4.834, 2.740], [-0.011, -6.157, 3.847], [-0.250, -7.249, 4.570], [0.842, -8.168, 4.971], [0.625, -9.165, 5.628], [2.999, -8.513, 4.841], [3.459, -6.465, 3.480], [-0.796, -5.480, 3.533], [-1.245, -7.522, 4.897], [-0.540, -10.543, -1.830], [-0.173, -9.483, -1.116], [-1.140, -8.777, -0.239], [-0.807, -7.811, 0.413], [-2.531, -9.293, -0.188], [-2.897, -10.354, -0.902], [-1.931, -11.064, -1.779], [-2.263, -12.032, -2.427], [0.143, -11.077, -2.478], [0.833, -9.084, -1.135], [-3.213, -8.756, 0.459], [-3.904, -10.751, -0.884], [1.822, 5.367, -6.455], [1.091, 5.690, -5.392], [1.644, 6.548, -4.310], [0.983, 6.845, -3.343], [3.048, 7.015, -4.454], [3.775, 6.689, -5.519], [3.220, 5.846, -6.604], [3.881, 5.553, -7.581], [1.445, 4.745, -7.257], [0.071, 5.353, -5.255], [3.430, 7.613, -3.637], [4.801, 7.012, -5.646]]}

{"formula": "C33H32FLiN2O11P4", "method": "ωB97M-V/def2-TZVPD", "total_charge": -2, "spin_multiplicity": 1, "energy_ev": -100332.2075, "lumo_energy_ev": 4.06, "orbital_gap_ha": 0.2452, "elements": ["Li", "O", "P", "O", "O", "O", "P", "O", "O", "O", "H", "H", "C", "C", "P", "C", "C", "C", "C", "C", "C", "C", "C", "C", "C", "C", "C", "C", "P", "C", "C", "C", "C", "C", "C", "C", "C", "C", "C", "C", "C", "H", "H", "H", "H", "H", "H", "H", "H", "H", "H", "H", "H", "H", "H", "H", "H", "H", "H", "H", "H", "H", "H", "H", "H", "H", "H", "F", "C", "C", "N", "C", "C", "O", "O", "C", "O", "N", "C", "O", "H", "H", "H", "H"], "coordinates": [[0.973, -0.983, 0.186], [1.986, -0.134, 2.186], [3.215, -0.115, 1.086], [4.264, 0.844, 1.470], [2.485, -0.002, -0.239], [3.757, -1.643, 1.217], [2.921, -2.896, 0.509], [3.240, -2.606, -1.055], [3.522, -4.174, 0.924], [1.456, -2.610, 0.761], [2.224, -0.773, 2.867], [3.060, -1.660, -1.209], [-0.975, 1.578, 2.136], [-0.220, 2.796, 1.595], [0.551, 2.566, -0.079], [-0.282, 3.861, -1.111], [-0.433, 3.561, -2.464], [-1.013, 4.469, -3.339], [-1.458, 5.699, -2.870], [-1.307, 6.012, -1.526], [-0.719, 5.101, -0.658], [2.147, 3.499, 0.129], [3.202, 3.124, -0.699], [4.403, 3.818, -0.684], [4.572, 4.901, 0.166], [3.533, 5.277, 1.009], [2.333, 4.580, 0.988], [-2.359, 1.279, 1.556], [-2.428, 1.234, -0.299], [-2.255, -0.572, -0.714], [-1.501, -2.340, 0.130], [-0.984, -3.260, -0.941], [-0.978, -2.943, -2.238], [-1.577, -1.740, -2.845], [-2.192, -0.737, -2.213], [-4.202, 1.636, -0.561], [-4.477, 2.980, -0.838], [-5.782, 3.422, -1.002], [-6.836, 2.520, -0.912], [-6.575, 1.184, -0.641], [-5.269, 0.747, -0.456], [-1.091, 1.749, 3.211], [-0.342, 0.695, 2.031], [0.625, 2.963, 2.266], [-0.856, 3.686, 1.618], [-0.108, 2.589, -2.821], [-1.130, 4.212, -4.385], [-1.923, 6.407, -3.546], [-1.648, 6.971, -1.152], [-0.603, 5.367, 0.387], [3.083, 2.250, -1.331], [5.217, 3.500, -1.325], [5.512, 5.439, 0.186], [3.659, 6.112, 1.688], [1.537, 4.890, 1.658], [-3.072, 2.046, 1.871], [-2.727, 0.305, 1.889], [-1.205, -2.664, 1.127], [-0.523, -4.187, -0.621], [-0.532, -3.645, -2.934], [-1.553, -1.708, -3.930], [-2.658, 0.047, -2.807], [-3.650, 3.678, -0.939], [-5.977, 4.468, -1.212], [-7.857, 2.859, -1.048], [-7.385, 0.469, -0.556], [-5.086, -0.275, -0.170], [-4.404, -5.735, 2.683], [-4.998, -4.921, 1.790], [-4.277, -4.225, 0.903], [-4.840, -3.427, -0.055], [-3.953, -2.602, -0.884], [-3.001, -1.790, 0.057], [-3.559, -1.525, 1.214], [-0.989, -1.003, -0.148], [-6.192, -3.199, -0.068], [-6.766, -2.461, -0.850], [-6.903, -3.920, 0.877], [-6.433, -4.801, 1.846], [-7.195, -5.364, 2.612], [-3.198, -4.291, 0.895], [-4.597, -1.937, -1.449], [-3.415, -3.246, -1.579], [-7.896, -3.744, 0.884]]}

{"formula": "C33H32N6O13", "method": "ωB97M-V/def2-TZVPD", "spin_multiplicity": 1, "energy_ev": -70283.5492, "smiles": "O=[N+]([O-])c1ccccc1.O=[N+]([O-])c1ccccc1.O=[N+]([O-])c1ccccc1.O=[N+]([O-])c1ccccc1.O=[N+]([O-])c1ccccc1.COCOC(N)=O", "lumo_energy_ev": -0.94, "orbital_gap_ha": 0.3185, "elements": ["C", "O", "C", "O", "C", "N", "O", "H", "H", "H", "H", "H", "H", "H", "C", "C", "C", "C", "C", "C", "N", "O", "O", "H", "H", "H", "H", "H", "C", "C", "C", "C", "C", "C", "N", "O", "O", "H", "H", "H", "H", "H", "C", "C", "C", "C", "C", "C", "N", "O", "O", "H", "H", "H", "H", "H", "C", "C", "C", "C", "C", "C", "N", "O", "O", "H", "H", "H", "H", "H", "C", "C", "C", "C", "C", "C", "N", "O", "O", "H", "H", "H", "H", "H"], "coordinates": [[-0.544, 5.504, -2.816], [-1.663, 5.606, -1.938], [-2.317, 6.812, -2.021], [-3.081, 6.982, -3.230], [-3.757, 5.865, -3.638], [-4.441, 5.071, -2.708], [-3.739, 5.579, -4.804], [-0.853, 5.054, -3.768], [0.171, 4.826, -2.343], [-0.048, 6.458, -3.025], [-3.026, 6.833, -1.177], [-1.661, 7.679, -1.894], [-4.401, 5.449, -1.769], [-4.001, 4.157, -2.724], [2.074, 0.812, 1.345], [2.658, 2.067, 1.214], [2.669, 2.704, -0.018], [2.087, 2.074, -1.105], [1.508, 0.823, -0.995], [1.505, 0.192, 0.238], [2.067, 2.759, -2.405], [2.589, 3.856, -2.472], [1.513, 2.202, -3.333], [2.057, 0.314, 2.307], [3.102, 2.549, 2.074], [3.121, 3.680, -0.120], [1.059, 0.336, -1.847], [1.052, -0.786, 0.336], [-0.110, -4.300, 5.927], [0.016, -3.806, 4.635], [0.614, -2.575, 4.424], [1.081, -1.855, 5.509], [0.957, -2.328, 6.803], [0.356, -3.560, 7.009], [1.733, -0.561, 5.265], [1.796, -0.186, 4.105], [2.168, 0.054, 6.213], [-0.573, -5.265, 6.090], [-0.348, -4.376, 3.783], [0.713, -2.189, 3.420], [1.322, -1.754, 7.642], [0.253, -3.947, 8.014], [1.109, -2.659, -7.356], [1.382, -3.576, -6.349], [1.062, -3.279, -5.035], [0.468, -2.062, -4.750], [0.195, -1.135, -5.739], [0.521, -1.439, -7.051], [0.105, -1.749, -3.361], [0.373, -2.571, -2.502], [-0.444, -0.688, -3.149], [1.355, -2.897, -8.383], [1.842, -4.525, -6.590], [1.275, -3.990, -4.250], [-0.264, -0.186, -5.499], [0.312, -0.725, -7.836], [-0.515, 2.932, 4.442], [-0.076, 4.248, 4.381], [-0.261, 4.990, 3.225], [-0.890, 4.399, 2.144], [-1.328, 3.089, 2.185], [-1.137, 2.352, 3.344], [-1.109, 5.186, 0.916], [-0.686, 6.331, 0.900], [-1.685, 4.658, -0.008], [-0.373, 2.357, 5.348], [0.410, 4.698, 5.237], [0.081, 6.013, 3.175], [-1.813, 2.639, 1.331], [-1.475, 1.326, 3.391], [0.228, -6.912, -1.680], [0.466, -7.886, -0.718], [0.091, -7.668, 0.597], [-0.525, -6.474, 0.928], [-0.764, -5.491, -0.016], [-0.382, -5.714, -1.329], [-0.944, -6.248, 2.317], [-0.703, -7.110, 3.137], [-1.512, -5.198, 2.574], [0.519, -7.088, -2.708], [0.943, -8.816, -0.994], [0.276, -8.424, 1.347], [-1.240, -4.561, 0.258], [-0.563, -4.955, -2.077]]}